1.
79
Properties=species:S:1:pos:R:3 method="wB97M-V/def2-TZVPD" homo_ev=-10.112 homo_lumo_gap_ev=9.51 e_tot_ev=-58711.1331 lumo_energy_ev=-0.60 total_charge=0
S -4.46 -1.23 1.70
P -1.13 -1.36 -0.97
F -1.38 1.07 4.31
O -5.81 -0.65 1.13
O -3.41 -0.03 2.41
O -3.61 -1.59 0.23
O -1.91 -0.78 -2.25
O -4.85 -2.45 2.58
O -6.05 3.16 0.78
C -3.87 3.14 2.18
C 4.97 -4.76 0.58
C -0.92 0.76 1.73
C 2.35 -3.04 0.41
C -2.41 0.20 1.37
C -3.03 2.84 0.81
C 2.13 2.32 -5.78
C 4.63 -5.77 1.66
C 2.22 3.48 -4.80
C -1.25 -2.39 2.98
C -0.80 1.67 3.08
C 4.84 -3.31 1.05
C 0.01 3.96 -1.79
C -1.77 -2.58 1.45
C -3.04 1.29 0.30
C -2.20 -1.24 0.64
C 3.44 -2.88 1.48
C 1.50 2.12 -2.72
C -5.48 2.79 2.09
C 0.09 2.70 -2.64
C 2.55 3.03 -3.37
C 2.59 -2.19 -0.82
H 2.25 -4.09 0.13
H 0.12 -0.60 -0.80
H 1.46 1.17 -3.26
H -0.86 -3.07 0.84
H -3.53 3.51 -0.04
H 2.64 -1.13 -0.56
H -6.21 2.28 0.30
H 1.29 4.05 -4.82
H 1.77 -2.32 -1.53
H -0.58 1.45 0.82
H 0.35 3.77 -0.77
H 1.39 -2.75 0.85
H 2.70 3.92 -2.75
H 1.32 1.63 -5.52
H -3.75 4.29 2.43
H 3.01 4.16 -5.14
H 5.29 -5.64 2.53
H 1.93 2.70 -6.79
H 5.53 -3.14 1.89
H -2.61 -3.43 1.45
H -1.43 -1.35 3.47
H 0.62 4.77 -2.21
H 3.51 2.50 -3.38
H -0.78 -2.73 -1.31
H 1.84 1.87 -1.71
H -4.11 1.01 -0.09
H 4.77 -6.79 1.28
H 3.52 -2.47 -1.33
H -0.30 2.91 -3.64
H -6.04 3.44 2.91
H 3.60 -5.68 1.99
H 3.14 -3.44 2.37
H 6.00 -4.93 0.25
H -5.71 1.66 2.37
H -0.11 -2.73 3.07
H 4.34 -4.93 -0.30
H -1.17 2.79 2.89
H 3.07 1.76 -5.82
H -3.45 2.55 3.13
H -0.14 -0.14 1.75
H 3.48 -1.82 1.79
H -1.02 4.32 -1.74
H 0.37 1.79 3.30
H -1.90 3.23 0.88
H 5.20 -2.64 0.25
H -2.33 1.25 -0.66
H -0.57 1.95 -2.20
H -1.85 -3.18 3.65



2.
83
Properties=species:S:1:pos:R:3 method="wB97M-V/def2-TZVPD" homo_ev=-16.879 homo_lumo_gap_ev=7.99 e_tot_ev=-68071.5105 lumo_energy_ev=-8.89 total_charge=+3
Zr 0.04 0.51 1.55
P 0.66 0.72 -1.81
P -2.07 0.69 -0.59
Si -0.03 -1.97 3.76
O -1.60 1.59 0.55
O -1.55 -0.71 0.00
O 1.02 -0.67 -2.37
O -3.55 0.63 -0.86
O 0.96 0.68 -0.30
O 1.35 1.88 -2.55
N -0.60 2.11 3.08
N 2.05 0.91 2.36
N 0.89 -1.05 2.55
C 1.05 -1.02 -3.83
C -4.48 1.09 -2.00
C -2.03 -2.08 -0.46
C 4.37 -0.07 3.41
C 2.83 2.04 -2.76
C 3.02 2.40 -4.21
C 0.72 -1.72 5.43
C -0.22 -3.76 3.29
C -1.10 1.05 -2.06
C 4.28 1.26 3.02
C 2.42 -1.58 -4.13
C -4.95 2.47 -1.65
C 2.90 3.17 2.08
C -3.18 -2.48 0.42
C -1.67 -0.99 3.67
C -0.07 -2.01 -4.08
C 3.31 3.09 -1.79
C 3.10 1.74 2.49
C 3.28 -0.93 3.27
C 2.12 -0.40 2.75
C -5.55 0.05 -2.08
C -0.83 -2.98 -0.38
H 1.64 -2.30 5.57
H -2.35 -1.94 -1.49
H 3.34 -1.97 3.55
H -0.10 -2.26 -5.14
H 0.11 -2.93 -3.52
H 2.61 -2.46 -3.52
H -1.24 -4.00 2.96
H 3.12 2.78 -0.76
H -0.01 -2.63 -1.00
H -3.58 -3.43 0.07
H -1.11 -3.98 -0.71
H 2.80 4.04 -1.98
H 5.12 1.93 3.14
H 2.69 3.78 2.96
H 0.94 -0.67 5.65
H -1.45 0.47 -2.92
H -5.62 2.82 -2.44
H -3.84 1.09 -2.89
H -2.56 -1.58 3.88
H 2.08 3.27 1.37
H 4.38 3.24 -1.92
H -1.65 -0.20 4.43
H -2.85 -2.61 1.45
H 0.02 -2.07 6.20
H -0.01 -4.39 4.15
H -1.24 2.11 -2.31
H 3.28 1.07 -2.53
H -6.13 0.02 -1.16
H -1.93 -0.50 2.70
H -5.52 2.46 -0.72
H -3.99 -1.75 0.39
H -1.04 -1.60 -3.81
H 4.08 2.52 -4.41
H -0.48 -3.06 0.66
H 3.21 -0.85 -3.96
H 0.47 -4.05 2.49
H 0.88 -0.09 -4.38
H -0.08 2.10 3.96
H 2.64 1.63 -4.87
H -0.48 3.05 2.69
H -4.13 3.18 -1.57
H 3.80 3.58 1.62
H -5.15 -0.94 -2.30
H 2.52 3.34 -4.44
H -6.23 0.32 -2.89
H 5.29 -0.44 3.82
H -1.59 2.06 3.32
H 2.45 -1.87 -5.18



3.
87
Properties=species:S:1:pos:R:3 method="wB97M-V/def2-TZVPD" homo_ev=-9.009 homo_lumo_gap_ev=8.86 e_tot_ev=-54989.6012 lumo_energy_ev=-0.15 total_charge=0
O -0.98 -6.42 1.36
O 1.44 4.34 1.46
O -7.26 -4.05 1.42
O -1.49 -2.00 -2.23
O -3.38 -3.11 -1.11
O 5.14 7.23 -6.56
O -1.03 -4.99 7.58
O -0.18 2.76 -2.09
O 1.00 1.15 -4.28
O 4.35 4.48 -5.78
O -6.10 -5.55 -0.23
O 2.38 2.02 3.07
O -1.88 -1.86 0.29
O -2.88 -5.04 5.26
O -3.28 -6.75 2.08
C 1.43 3.50 0.30
C -0.05 -5.64 6.78
C -2.30 -6.16 1.15
C 0.73 3.75 2.55
C -4.73 -3.40 0.92
C -1.57 -3.83 6.93
C -2.17 -2.27 -1.11
C -3.32 -3.76 0.23
C -2.96 -4.12 6.35
C 5.02 7.63 -5.20
C 3.72 2.34 2.69
C 1.69 3.16 3.59
C -0.79 1.62 -2.69
C -0.18 3.90 -2.95
C 0.26 0.62 -3.18
C 2.98 4.86 -5.88
C -3.28 -6.35 5.63
C 5.96 6.07 -6.71
C -2.13 -3.07 1.15
C 2.30 1.60 -3.89
C -2.84 -5.26 -0.13
C 5.10 4.82 -6.95
B -6.00 -4.39 0.67
H 2.88 5.90 -6.20
H 2.94 0.74 -3.67
H 1.11 2.81 4.45
H 2.39 3.92 3.95
H 2.52 4.75 -4.90
H -5.73 -5.37 -1.15
H -2.37 -2.76 2.26
H -1.87 -5.14 -0.83
H 2.73 2.16 -4.72
H 0.19 3.65 -3.95
H 0.02 2.99 2.20
H 2.14 3.91 -0.42
H -1.66 -3.06 7.70
H -3.02 -7.03 4.82
H 6.62 5.93 -5.85
H 5.76 3.97 -7.15
H 0.46 4.66 -2.51
H -4.61 -3.25 2.10
H 1.73 2.48 0.54
H -1.40 1.14 -1.92
H 0.44 3.51 -0.15
H -2.78 -6.69 6.54
H -7.43 -3.08 1.14
H -1.46 1.92 -3.51
H -3.64 -4.49 7.13
H 0.92 0.32 -2.36
H 3.77 3.23 2.06
H 0.18 -6.61 7.24
H -5.05 -2.31 0.53
H -0.89 -3.46 6.16
H -3.37 -3.19 5.96
H -4.37 -6.38 5.77
H -1.20 4.30 -3.03
H 0.87 -5.04 6.76
H -1.08 -3.60 1.15
H -0.26 -0.28 -3.55
H 4.33 2.48 3.59
H -0.40 -5.82 5.76
H 2.25 2.25 -3.02
H 0.15 4.55 3.02
H 5.97 8.07 -4.86
H 4.12 1.49 2.13
H 4.24 8.39 -5.13
H 4.75 6.79 -4.55
H 2.47 4.20 -6.59
H 4.44 4.95 -7.81
H -3.58 -5.91 -0.78
H 6.58 6.23 -7.60
H -3.50 -6.07 2.79